No. 1
A 2-piece molecular cluster, C4H7O4P overall in a non-equilibrium geometry. Source: the Open Molecules 2025 dataset; level of theory: wB97M-V/def2-TZVPD.

CARTESIAN COORDINATES (ANGSTROEM)
1 C -1.134 0.209 1.417
2 C -1.426 0.529 0.100
3 C -1.661 -0.434 -1.016
4 C 1.227 0.854 0.339
5 O 1.502 -1.446 -1.213
6 O 2.429 -1.572 1.054
7 O 3.513 0.039 -0.494
8 O 1.215 1.377 1.427
9 P 2.239 -0.711 -0.133
10 H -0.977 0.964 2.089
11 H -1.311 -0.893 1.647
12 H -2.399 -1.221 -0.900
13 H -0.765 -0.875 -1.612
14 H -2.244 0.193 -1.792
15 H 1.010 1.342 -0.697
16 H -1.218 1.645 -0.216

Output
M: 150.1 g/mol
LUMO energy: 6.472 eV
ΔE to the lowest compared entry with this formula, charge and spin: 47.7 kcal/mol
HOMO: 0.8277 eV
maximum force: 6.37 eV/A
charge: -2

***

No. 2
A 2-piece molecular cluster, C4H7O5 overall in a non-equilibrium geometry. Source: the Open Molecules 2025 dataset; level of theory: wB97M-V/def2-TZVPD.

CARTESIAN COORDINATES (ANGSTROEM)
1 C -1.992 -0.673 1.563
2 C -0.938 -0.201 0.540
3 C -0.908 -1.097 -0.747
4 O 0.142 -2.013 -0.640
5 C -0.985 1.318 0.119
6 O -1.401 2.252 0.744
7 O 0.283 -0.008 1.039
8 O 4.190 0.136 -1.866
9 O 3.388 1.041 -1.570
10 H -2.999 -0.663 1.142
11 H -1.720 -1.704 1.815
12 H -1.970 -0.035 2.451
13 H -1.879 -1.632 -0.862
14 H -0.716 -0.460 -1.631
15 H 0.701 -1.679 0.092
16 H -0.394 1.427 -0.831

Output
M: 135.1 g/mol
LUMO energy (spin up / spin down): -2.719 / -0.896 eV
ΔE to the lowest compared entry with this formula, charge and spin: 0.9 kcal/mol
expectation value of S²: 1.778
HOMO (spin up / spin down): -10.3337 / -10.4611 eV
maximum force: 3.49 eV/A
spin multiplicity: 2

***

No. 3
One molecule with the formula C4H7OP in a non-equilibrium geometry. Source: the Open Molecules 2025 dataset; level of theory: wB97M-V/def2-TZVPD.

CARTESIAN COORDINATES (ANGSTROEM)
1 C 1.221 -0.235 -0.253
2 C -0.738 1.325 0.751
3 C -0.679 -1.385 -1.285
4 C 0.434 0.369 0.957
5 O 0.333 -0.400 -1.345
6 P -1.118 -0.178 1.789
7 H 1.792 0.635 -0.575
8 H 1.744 -1.121 0.019
9 H -0.609 2.313 1.131
10 H -1.247 1.394 -0.206
11 H -1.376 -1.134 -2.040
12 H -0.790 -2.292 -0.805
13 H 1.033 0.707 1.862

Output
M: 102.1 g/mol
LUMO energy (spin up / spin down): -0.478 / 0.710 eV
ΔE to the lowest compared entry with this formula, charge and spin: 101.9 kcal/mol
HOMO (spin up / spin down): -7.6485 / -7.9288 eV
maximum force: 4.05 eV/A

***

No. 4
C4H7ORb as an isolated structure in a non-equilibrium geometry. Source: the Open Molecules 2025 dataset; level of theory: wB97M-V/def2-TZVPD.

CARTESIAN COORDINATES (ANGSTROEM)
1 C 0.091 -0.380 1.130
2 C -0.269 0.588 0.020
3 C 0.103 0.459 -1.279
4 O -0.183 1.267 -2.266
5 Rb -2.762 3.421 -3.511
6 H 0.165 -0.020 2.170
7 H -1.003 1.364 0.276
8 H -1.166 -0.772 1.606
9 H 0.829 -0.349 -1.508
10 C 0.689 -1.682 0.726
11 H 1.768 -1.789 0.581
12 H 0.060 -2.505 0.383
13 H 1.679 0.399 1.670

Output
M: 156.6 g/mol
LUMO energy (spin up / spin down): 2.826 / 2.324 eV
ΔE to the lowest compared entry with this formula, charge and spin: 85.0 kcal/mol
expectation value of S²: 1.763
HOMO (spin up / spin down): -2.9490 / -0.8993 eV
maximum force: 5.01 eV/A
charge: -1
spin multiplicity: 2

***

No. 5
A 2-piece molecular cluster, C4H7OS2 overall in a non-equilibrium geometry. Source: the Open Molecules 2025 dataset; level of theory: wB97M-V/def2-TZVPD.

CARTESIAN COORDINATES (ANGSTROEM)
1 C 2.231 0.105 -2.550
2 C -0.672 -1.082 1.465
3 C -0.957 1.150 0.333
4 C -0.218 -0.186 0.316
5 O 3.327 0.502 -2.484
6 S 0.870 -0.408 -3.126
7 S 1.574 0.067 0.412
8 H -1.760 -1.218 1.458
9 H -0.189 -2.055 1.387
10 H -0.378 -0.635 2.418
11 H -0.722 1.693 1.247
12 H -2.039 0.999 0.275
13 H -0.641 1.758 -0.514
14 H -0.425 -0.690 -0.637

Output
M: 135.2 g/mol
LUMO energy: 3.171 eV
ΔE to the lowest compared entry with this formula, charge and spin: 0.0 kcal/mol
HOMO: -2.7520 eV
maximum force: 1.95 eV/A
charge: -1

***

No. 6
A 2-piece molecular cluster, C4H8 overall in a non-equilibrium geometry. Source: the Open Molecules 2025 dataset; level of theory: wB97M-V/def2-TZVPD.

CARTESIAN COORDINATES (ANGSTROEM)
1 C 0.606 0.345 -1.808
2 C 0.926 1.423 -1.105
3 H 0.034 -0.489 -1.421
4 H 0.844 0.282 -2.864
5 H 1.007 1.423 -0.026
6 H 1.310 2.313 -1.591
7 C -0.378 -0.360 1.523
8 C -1.166 -1.426 1.433
9 H 0.551 -0.428 0.977
10 H -0.645 0.649 1.800
11 H -0.846 -2.229 0.781
12 H -2.175 -1.399 1.819

Output
M: 56.1 g/mol
structure (SMILES): C=C.C=C
LUMO energy: 1.268 eV
ΔE to the lowest compared entry with this formula, charge and spin: 40.4 kcal/mol
HOMO: -10.0241 eV
maximum force: 1.24 eV/A

***

No. 7
C4H8 as an isolated structure in a non-equilibrium geometry. Source: the Open Molecules 2025 dataset; level of theory: wB97M-V/def2-TZVPD.

CARTESIAN COORDINATES (ANGSTROEM)
1 C -1.617 0.809 0.167
2 C -0.160 0.837 0.594
3 H -2.081 -0.146 0.423
4 H -1.712 0.957 -0.910
5 H -2.186 1.597 0.663
6 H 0.345 1.786 0.384
7 H -0.004 0.670 1.665
8 H 0.467 -0.397 0.349
9 C 1.399 -1.315 -0.577
10 C 2.146 -2.153 -1.050
11 H 2.810 -2.897 -1.424
12 H 0.593 0.252 -0.285

Output
M: 56.1 g/mol
LUMO energy: 0.907 eV
ΔE to the lowest compared entry with this formula, charge and spin: 138.2 kcal/mol
HOMO: -9.2331 eV
maximum force: 2.29 eV/A

***

No. 8
A 2-piece molecular cluster, C4H8 overall. Source: the Open Molecules 2025 dataset; level of theory: wB97M-V/def2-TZVPD.

CARTESIAN COORDINATES (ANGSTROEM)
1 C 2.296 0.320 -0.339
2 C 1.495 1.375 -0.329
3 H 1.915 -0.634 -0.696
4 H 3.352 0.320 -0.109
5 H 0.562 1.377 -0.886
6 H 1.755 2.305 0.157
7 C -2.029 -1.488 0.284
8 C -1.786 -0.197 0.430
9 H -2.937 -1.858 -0.173
10 H -1.328 -2.207 0.681
11 H -2.464 0.590 0.126
12 H -0.832 0.095 0.855

Output
M: 56.1 g/mol
structure (SMILES): C=C.C=C
LUMO energy: 1.297 eV
ΔE to the lowest compared entry with this formula, charge and spin: 35.5 kcal/mol
HOMO: -10.0072 eV
maximum force: 0.74 eV/A